{"formula": "C64H63AsBrClF4NNaO6P", "method": "wB97M-V/def2-TZVPD", "species": ["H", "H", "C", "C", "F", "C", "H", "C", "C", "H", "H", "C", "C", "Cl", "H", "C", "C", "H", "C", "C", "O", "H", "C", "C", "H", "H", "H", "C", "C", "H", "H", "H", "H", "Na", "C", "H", "H", "C", "C", "C", "C", "O", "C", "C", "C", "H", "C", "C", "C", "C", "O", "H", "C", "As", "O", "H", "H", "H", "H", "C", "C", "H", "C", "C", "C", "C", "P", "H", "C", "H", "F", "O", "C", "H", "H", "C", "H", "H", "O", "H", "H", "F", "C", "H", "N", "H", "H", "H", "C", "C", "C", "C", "C", "H", "C", "H", "C", "H", "C", "H", "C", "H", "H", "H", "C", "H", "H", "C", "C", "C", "H", "H", "H", "H", "H", "C", "H", "H", "C", "H", "H", "C", "C", "Br", "H", "H", "F", "C", "C", "H", "C", "H", "H", "H", "C", "C", "C", "C", "H", "C", "H", "H", "C"], "positions_angstrom": [[3.4763, -5.8684, 0.1134], [-0.8104, 3.5805, -4.2032], [0.0865, 4.7104, 1.9012], [-3.1000, 4.9652, -0.0178], [3.7987, -0.1855, 7.2442], [-0.7573, 4.4703, 4.3043], [0.3801, -6.1880, -2.9453], [-0.9355, -2.0648, -5.7581], [3.6063, 2.6625, 5.0374], [-2.4189, 2.4821, -6.0196], [-1.4485, 0.3795, 5.6453], [-2.6258, 6.1369, -0.5973], [-0.4271, -0.5787, -2.2538], [-2.9572, -0.3213, 1.3193], [5.6669, 0.9807, -1.0633], [2.1380, 5.6661, 1.0894], [-0.7539, -1.2524, -7.0544], [0.0947, -0.5641, -6.9759], [4.9111, -0.5137, 2.4094], [1.2972, 5.3479, 2.1472], [-4.1610, -0.3909, 2.1006], [-3.1198, -2.0982, -5.8446], [0.1360, -2.0471, 3.1053], [-0.9781, 0.8179, -2.4554], [-4.4544, 1.5183, -3.0737], [0.0460, -3.7913, -4.8377], [0.5356, -2.7360, 2.3793], [-0.2613, 4.3721, 0.5872], [0.1943, -3.0933, -5.6682], [-5.5604, 7.7937, -1.0236], [0.2263, -3.6805, -6.5882], [0.3457, 4.3636, -1.4781], [-4.2591, 3.2660, -2.8020], [-1.0185, 0.7319, 0.2065], [0.2776, -2.1349, -0.6412], [-0.5659, -1.9320, -7.8886], [3.3403, 0.8110, -0.2781], [-0.8973, -5.7407, -1.2431], [3.5608, 0.5706, 6.1536], [-0.3521, -1.4731, -3.4020], [-2.5845, 2.3435, -3.8426], [1.9044, -1.2605, 0.8795], [-3.0631, 3.2700, 3.2790], [-0.9038, 4.3082, 2.9298], [3.4882, -5.4492, 1.1243], [-3.9344, 2.7558, 2.8897], [-4.4740, 4.8141, 0.1711], [-0.9970, -0.3149, 4.9462], [6.2203, -0.4608, 1.9491], [-0.4450, -3.2400, -1.1217], [-1.9916, 0.5664, 1.9590], [3.1620, -2.4507, 2.7398], [3.8631, -0.0424, 1.6255], [-1.9668, 3.4346, 0.4955], [-3.2201, 0.2370, -0.0094], [-2.4116, -3.4461, -4.9408], [-0.5581, -7.5748, -2.3508], [-4.8567, 3.8929, 0.5944], [1.1653, -2.6053, -5.5379], [2.8095, 0.7849, 3.8787], [6.5023, 0.0818, 0.7037], [4.0791, -2.2067, 0.1247], [-2.2824, -2.8042, -5.8172], [-4.8748, 7.0008, -0.7475], [-5.3562, 5.8257, -0.1809], [-2.0773, -5.3446, -2.1306], [2.1023, -0.0607, 2.3066], [-1.4605, 3.7124, -2.5647], [-1.4915, -1.6106, 4.8233], [-2.6149, -6.2418, -2.4478], [3.9261, 4.0105, 5.1454], [-2.3553, -1.6257, 1.1496], [-3.7366, 2.3040, -2.8146], [4.7136, -0.9248, 3.3916], [1.6028, 5.5743, 3.1617], [3.0599, 0.0119, 5.0018], [-1.5645, 6.2708, -0.7630], [7.5263, 0.1398, 0.3483], [-0.7858, 1.6574, -1.6052], [4.3745, -3.6943, 2.9177], [-3.7642, 3.3809, -5.2976], [2.8504, -1.3430, 5.0258], [3.3487, -3.5005, 2.5898], [-3.7115, 3.1383, 5.3201], [-0.0261, -0.8426, -1.0673], [0.4157, 1.1250, 4.2628], [0.2362, -2.3734, -3.3032], [-1.7365, -4.8190, -3.0303], [3.8234, 1.9250, 6.1794], [0.6534, -0.7677, 3.2394], [-0.0989, -4.5191, -0.7911], [-2.9279, 3.4669, 4.6471], [1.3151, -2.3082, 0.3161], [2.7888, -6.0129, 1.7514], [0.0659, 0.1049, 4.1671], [-1.3390, -3.0302, -1.6964], [-1.7729, 4.0571, 5.1565], [4.2734, -3.7411, -0.7428], [1.0683, -4.6760, -0.0295], [-6.4203, 5.6971, -0.0180], [-0.9248, -2.4717, 3.9003], [-1.3134, -3.4793, 3.7784], [-3.1271, 8.0626, -1.4038], [-2.3061, 4.4895, -3.9009], [-0.9528, -1.1497, -4.5460], [5.2524, -3.3943, 0.7005], [-2.2803, 0.2757, -5.5378], [-1.7593, 1.0670, -3.6873], [4.1465, 0.4709, 0.3612], [0.5930, 4.6703, -0.4666], [2.4543, 5.5778, -1.0348], [-2.7815, -4.6984, -1.5980], [-1.6590, 4.1843, 6.2271], [4.4906, -5.5975, 1.5322], [-3.3728, 2.1028, -1.8080], [-1.7242, 0.1058, -4.6241], [-0.6261, -6.8426, 0.6256], [-2.3319, -3.4276, -6.7163], [4.2620, -3.2743, 0.2495], [-2.0537, -5.7963, 0.5979], [-3.8812, 1.6294, -5.4581], [0.0047, -6.6862, -2.0447], [-1.4403, -6.4728, -0.0057], [1.1922, 1.7209, 1.3979], [-1.6444, -0.6690, -7.3054], [-2.0561, -7.3280, -0.3051], [4.2943, 2.4602, 7.3323], [-3.5102, 7.1503, -0.9589], [3.1232, 2.1510, 3.8703], [0.8668, -7.0193, -1.4615], [-1.7310, 3.6067, -3.6077], [-2.3337, -1.9343, 5.4266], [7.0221, -0.8313, 2.5777], [0.1511, 4.9007, 4.7115], [1.7888, 5.3338, -0.2161], [3.1899, -3.9473, 1.1315], [1.8143, -3.6336, 0.4987], [5.4598, 0.5489, -0.0889], [3.0832, 6.1569, 1.2880], [-3.1910, 2.4522, -5.2410], [1.4045, -5.6851, 0.1637], [2.6738, -4.0517, 3.2493], [-2.0576, 3.6999, 2.4258]], "forces_ev_per_angstrom": [[0.02, 0.02, 0.09], [-0.11, 0.01, 0.04], [-0.11, 0.01, 0.11], [-0.10, -0.12, -0.08], [0.00, -0.05, 0.06], [0.01, 0.02, 0.07], [-0.03, -0.05, 0.08], [-0.02, 0.03, -0.21], [0.05, 0.29, -0.11], [-0.10, 0.00, 0.08], [0.01, -0.01, -0.06], [-0.08, 0.03, 0.01], [0.18, -0.21, -0.34], [-0.81, -0.70, 0.55], [-0.02, -0.05, 0.07], [-0.06, -0.04, -0.04], [0.04, 0.06, 0.04], [-0.08, -0.09, -0.02], [-0.01, 0.02, 0.01], [0.05, 0.00, 0.01], [0.39, 0.06, -0.40], [0.08, -0.08, -0.01], [0.03, -0.03, 0.05], [0.05, -0.49, -0.69], [0.07, 0.07, 0.03], [0.02, 0.08, -0.08], [0.02, 0.00, 0.12], [-0.08, 0.14, -0.07], [0.02, -0.03, 0.06], [0.03, -0.03, 0.01], [-0.01, 0.00, 0.03], [0.00, 0.05, 0.06], [0.03, -0.06, -0.01], [1.16, 0.07, -0.24], [0.52, -0.13, 0.06], [-0.02, 0.03, 0.01], [0.02, 0.02, 0.07], [0.01, 0.04, 0.11], [0.07, -0.05, 0.19], [0.14, 0.07, 0.25], [-0.02, 0.05, 0.24], [0.01, -0.16, -0.12], [0.05, -0.01, -0.02], [0.08, 0.01, -0.14], [0.03, -0.11, -0.03], [0.02, -0.01, 0.01], [0.04, 0.04, -0.07], [0.01, -0.08, -0.07], [-0.04, 0.00, -0.03], [-0.23, 0.42, 0.02], [-0.96, -0.46, 1.10], [-0.08, 0.20, -0.01], [-0.15, -0.27, -0.33], [-0.14, 0.87, 0.41], [-0.28, -0.19, 0.21], [0.02, 0.06, -0.07], [0.05, 0.06, 0.01], [-0.04, -0.03, 0.03], [-0.08, -0.06, -0.02], [-0.27, 0.09, -0.11], [-0.05, 0.00, -0.07], [0.01, -0.08, 0.05], [-0.07, 0.02, -0.03], [0.07, -0.03, 0.01], [0.04, 0.04, -0.03], [-0.04, 0.06, -0.01], [0.83, 0.78, 1.02], [0.03, -0.01, 0.10], [0.01, 0.04, -0.03], [0.01, 0.03, 0.01], [-0.06, -0.23, -0.04], [-0.30, 0.40, 0.04], [0.03, -0.02, -0.12], [0.09, 0.08, -0.05], [0.01, -0.03, -0.05], [-0.20, -0.17, -0.22], [0.03, 0.00, 0.03], [-0.08, 0.00, 0.04], [0.22, 0.99, -0.69], [-0.05, 0.00, -0.02], [0.03, -0.06, -0.02], [0.01, 0.08, -0.11], [-0.16, -0.17, 0.00], [0.03, 0.00, -0.02], [-0.23, -0.24, 0.48], [0.04, -0.04, 0.00], [-0.01, 0.06, 0.06], [-0.05, -0.05, 0.08], [0.16, 0.11, 0.38], [-0.05, -0.29, -0.22], [0.12, -0.25, 0.06], [0.09, 0.04, 0.01], [0.00, 0.15, -0.39], [0.06, 0.05, -0.06], [-0.02, -0.03, -0.05], [0.10, -0.02, 0.00], [-0.02, -0.03, -0.08], [-0.01, 0.06, 0.10], [-0.01, -0.03, 0.04], [0.04, -0.01, 0.00], [0.01, -0.03, 0.01], [0.04, 0.14, -0.01], [-0.01, -0.05, 0.02], [0.03, -0.05, 0.02], [-0.38, 0.30, -0.25], [-0.06, -0.02, -0.03], [0.06, -0.10, 0.05], [-0.05, -0.02, -0.02], [0.00, -0.05, 0.03], [-0.01, -0.08, 0.00], [0.01, -0.03, 0.01], [0.05, -0.05, -0.05], [0.00, -0.01, -0.05], [-0.02, -0.02, -0.01], [0.02, 0.02, 0.03], [0.09, -0.31, -0.21], [-0.08, 0.04, -0.06], [-0.01, 0.05, 0.07], [-0.04, 0.04, -0.05], [0.05, -0.08, -0.06], [0.08, 0.08, 0.02], [0.04, -0.05, -0.06], [-0.01, 0.01, 0.04], [0.55, 0.05, 0.02], [0.10, -0.04, 0.04], [0.05, 0.05, 0.03], [-0.03, 0.00, -0.11], [-0.02, -0.05, 0.01], [-0.22, -0.10, -0.24], [-0.06, 0.02, -0.04], [0.03, -0.10, -0.16], [0.09, 0.03, -0.03], [-0.04, 0.00, -0.02], [-0.05, -0.02, -0.02], [-0.04, 0.00, 0.12], [-0.01, 0.18, -0.10], [-0.06, -0.24, 0.02], [-0.04, 0.00, 0.07], [-0.03, -0.04, 0.00], [-0.04, -0.01, -0.11], [-0.05, 0.03, -0.02], [-0.02, 0.00, -0.03], [0.04, 0.02, 0.00]], "total_charge": -1, "de_lowest_kcal_mol": 70.9, "e_lumo_ha": 0.015, "e_homo_ev": -4.2, "homo_lumo_gap_ev": 4.6}